Here is 2 unconnected molecules or ions with the total composition C33H33O5P from the Open Molecules 2025 dataset. Energies are from the ωB97M-V functional and the def2-TZVPD basis.

Geometry (Å):
C 2.82 -3.81 -5.33
O 2.71 -2.39 -5.12
C 1.79 -1.97 -4.20
C 1.58 -0.57 -4.09
C 0.84 -0.08 -3.01
C 0.27 -0.95 -2.07
C -0.28 -0.36 -0.80
C -1.28 -1.24 -0.11
C -2.43 -0.79 0.46
C -3.30 -1.63 1.27
C -4.22 -1.08 2.21
C -5.02 -1.90 2.98
C -4.88 -3.31 2.91
O -5.67 -4.08 3.71
C -5.48 -5.51 3.66
C -3.96 -3.87 1.99
C -3.19 -3.03 1.19
C 0.22 -2.32 -2.38
C 1.02 -2.85 -3.40
H 3.55 -3.93 -6.12
H 3.16 -4.30 -4.41
H 1.86 -4.25 -5.65
H 2.11 0.09 -4.76
H 0.70 0.99 -2.91
H -0.73 0.60 -1.03
H -1.00 -2.29 0.04
H -2.74 0.25 0.31
H -4.27 0.00 2.34
H -5.75 -1.51 3.69
H -6.16 -5.89 4.41
H -5.73 -5.90 2.67
H -4.44 -5.79 3.91
H -3.84 -4.95 1.90
H -2.48 -3.47 0.50
H -0.42 -3.01 -1.83
H 1.14 -3.93 -3.53
C 4.68 -1.40 -1.80
C 4.36 -0.53 -0.60
O 2.96 -0.21 -0.69
C 2.53 0.62 0.29
C 1.07 0.82 0.23
P 0.41 2.01 1.40
C 1.63 3.21 2.03
C 2.67 3.64 1.20
C 3.60 4.59 1.64
C 3.49 5.12 2.93
C 2.47 4.68 3.78
C 1.55 3.72 3.33
C -0.77 3.05 0.49
C -0.33 3.81 -0.59
C -1.22 4.64 -1.28
C -2.57 4.67 -0.92
C -3.03 3.87 0.14
C -2.12 3.08 0.86
O -0.28 1.30 2.52
O 3.36 1.05 1.10
H 5.76 -1.61 -1.84
H 4.16 -2.37 -1.75
H 4.39 -0.91 -2.74
H 4.57 -1.09 0.32
H 4.96 0.39 -0.63
H 0.66 -0.30 0.30
H 2.79 3.22 0.21
H 4.40 4.89 0.96
H 4.21 5.87 3.26
H 2.39 5.09 4.79
H 0.77 3.36 4.00
H 0.72 3.76 -0.90
H -0.86 5.26 -2.10
H -3.28 5.32 -1.46
H -4.09 3.88 0.41
H -2.47 2.48 1.71

Output
- E_HOMO: -7.93 eV
- Energy above the lowest of the compared OMol25 structures with the same formula, charge and spin: 100.0 kJ/mol
- Kohn-Sham gap: 7.3 eV

=====

Here is 2 unconnected molecules or ions with the total composition C33H34ClN3O3 from the Open Molecules 2025 dataset. Energies are from the ωB97M-V functional and the def2-TZVPD basis.

Geometry (Å):
C 1.16 -1.94 4.38
C 1.00 -2.79 3.14
O -0.12 -2.31 2.38
C -0.46 -3.18 1.36
C -1.80 -2.90 0.89
C -2.61 -3.86 0.28
C -2.09 -5.05 -0.35
C -2.94 -5.96 -0.97
Cl -2.30 -7.37 -1.69
C -4.33 -5.76 -0.97
C -4.86 -4.64 -0.31
C -4.04 -3.71 0.30
O 0.32 -4.05 0.98
H 2.21 -1.96 4.70
H 0.87 -0.90 4.23
H 0.58 -2.35 5.20
H 1.90 -2.75 2.52
H 0.83 -3.84 3.43
H -2.25 -1.98 1.25
H -1.02 -5.24 -0.30
H -4.98 -6.49 -1.44
H -5.94 -4.51 -0.26
H -4.45 -2.86 0.84
C 3.92 3.29 -2.50
N 3.09 2.61 -1.54
C 3.56 2.29 -0.29
O 4.69 2.51 0.12
C 2.42 1.59 0.46
C 1.98 2.37 1.70
C 3.04 2.36 2.78
C 3.51 3.56 3.31
C 4.62 3.57 4.15
C 5.23 2.36 4.52
C 4.67 1.14 4.09
C 3.57 1.14 3.23
N 1.38 1.50 -0.56
C 0.23 0.83 -0.33
C -0.85 0.79 -1.21
C -1.97 -0.02 -1.07
C -3.11 0.09 -1.95
C -4.38 -0.47 -1.60
C -5.49 -0.29 -2.41
C -5.38 0.40 -3.63
C -6.51 0.54 -4.50
N -7.43 0.66 -5.22
C -4.14 0.95 -4.00
C -3.03 0.78 -3.19
C 1.71 2.23 -1.81
C 0.84 3.48 -1.97
C 1.63 1.33 -3.05
H 4.90 3.47 -2.05
H 4.05 2.68 -3.40
H 3.48 4.26 -2.78
H 2.77 0.58 0.74
H 1.78 3.41 1.40
H 1.05 1.93 2.07
H 3.03 4.49 3.00
H 5.02 4.52 4.51
H 6.13 2.36 5.13
H 5.10 0.20 4.43
H 3.14 0.20 2.88
H 0.17 0.29 0.62
H -0.82 1.48 -2.05
H -1.99 -0.75 -0.26
H -4.46 -1.02 -0.66
H -6.46 -0.68 -2.10
H -4.07 1.51 -4.93
H -2.07 1.18 -3.54
H 1.07 4.20 -1.17
H 1.05 3.94 -2.95
H -0.23 3.24 -1.92
H 2.39 0.53 -2.96
H 0.65 0.86 -3.15
H 1.83 1.93 -3.95

Output
- E_HOMO: -5.72 eV
- Energy above the lowest of the compared OMol25 structures with the same formula, charge and spin: 0.0 kJ/mol
- Kohn-Sham gap: 3.1 eV

=====

Here is a molecular structure, C33H34CsF5N5O5P from the Open Molecules 2025 dataset. Energies are from the ωB97M-V functional and the def2-TZVPD basis.

Geometry (Å):
Cs 0.33 1.36 0.49
O 1.69 -1.95 0.09
C 2.97 -2.36 -0.14
C 3.23 -3.44 -0.98
C 4.53 -3.86 -1.21
C 5.59 -3.19 -0.59
C 5.31 -2.13 0.25
C 4.01 -1.69 0.52
C 3.88 -0.56 1.45
N 2.81 -0.20 2.05
N 3.05 0.81 2.96
C 1.96 1.45 3.36
O 0.78 1.36 2.94
C 2.25 2.47 4.45
C 1.17 3.15 5.02
C 1.37 4.09 6.02
C 2.65 4.36 6.47
C 3.73 3.69 5.91
C 3.53 2.75 4.91
H 2.40 -3.93 -1.48
H 4.72 -4.69 -1.87
H 6.61 -3.50 -0.77
H 6.12 -1.61 0.74
H 4.81 -0.03 1.68
H 0.18 2.91 4.65
H 0.52 4.60 6.45
H 2.81 5.10 7.25
H 4.74 3.90 6.25
H 4.36 2.22 4.46
C -5.25 -2.97 -1.87
C -6.14 -1.86 -1.58
C -5.64 -0.77 -0.96
C -4.25 -0.67 -0.59
C -3.27 -1.71 -1.03
C -3.94 -2.93 -1.59
N -3.75 0.32 0.14
N -4.57 1.26 0.50
C -4.00 2.22 1.31
C -4.85 3.28 1.71
C -4.39 4.25 2.56
C -3.08 4.18 3.04
C -2.31 3.11 2.60
N -2.73 2.17 1.76
H -5.67 -3.88 -2.31
H -7.19 -1.93 -1.83
H -6.27 0.07 -0.69
H -2.64 -1.97 -0.18
H -3.30 -3.78 -1.80
H -5.86 3.28 1.33
H -5.04 5.06 2.87
H -2.67 4.91 3.72
H -1.29 2.99 2.96
C -3.37 0.47 -3.36
C -2.66 -0.88 -3.26
O -2.25 -1.24 -1.96
P 0.35 -1.72 -0.84
O 0.26 -3.15 -1.65
C -0.33 -4.23 -0.93
C -0.61 -5.35 -1.91
O 0.82 -0.76 -2.02
C 1.92 -0.86 -2.95
C 1.55 -1.71 -4.14
H -3.38 0.79 -4.40
H -2.85 1.22 -2.76
H -4.40 0.41 -3.01
H -1.72 -0.82 -3.83
H -3.27 -1.67 -3.72
H -1.26 -3.90 -0.45
H 0.35 -4.57 -0.14
H -1.35 -5.03 -2.65
H -1.00 -6.22 -1.38
H 0.31 -5.63 -2.43
H 2.81 -1.23 -2.44
H 2.11 0.17 -3.25
H 1.35 -2.74 -3.85
H 2.38 -1.70 -4.85
H 0.66 -1.32 -4.63
F 1.25 3.81 -3.03
C 1.82 3.79 -1.73
F 1.95 5.17 -1.42
C 3.26 3.40 -2.03
F 3.33 2.13 -2.50
F 3.93 4.16 -2.95
F 4.02 3.44 -0.92

Output
- E_HOMO: -1.57 eV
- Charge: -2
- Energy above the lowest of the compared OMol25 structures with the same formula, charge and spin: 137.9 kJ/mol
- Kohn-Sham gap: 5.4 eV

=====

Here is 5 unconnected molecules or ions with the total composition C33H34F4N from the Open Molecules 2025 dataset. Energies are from the ωB97M-V functional and the def2-TZVPD basis.

Geometry (Å):
C 2.71 -0.61 -0.64
C 2.77 0.81 0.07
C 2.54 2.03 -0.89
C 1.18 2.01 -1.71
C 0.03 1.21 -1.04
C -0.42 1.36 0.34
C -1.49 0.53 0.90
C -2.11 -0.48 0.01
C -1.62 -0.56 -1.37
N -0.60 0.25 -1.83
H 3.47 -1.26 -0.10
H 1.72 -1.13 -0.51
H 3.01 -0.59 -1.72
H 3.83 0.91 0.46
H 2.12 0.80 0.98
H 3.37 2.01 -1.66
H 2.68 2.98 -0.30
H 1.40 1.56 -2.72
H 0.84 3.07 -1.93
H 0.11 2.13 0.97
H -1.82 0.64 1.96
H -2.91 -1.18 0.35
H -2.06 -1.29 -2.09
H -0.29 0.14 -2.80
F 5.00 -3.65 -1.15
C 5.27 -4.31 -0.01
C 4.39 -5.28 0.44
C 4.68 -5.97 1.61
C 5.83 -5.67 2.33
C 6.70 -4.68 1.87
C 6.43 -4.01 0.69
H 3.50 -5.50 -0.13
H 4.00 -6.73 1.97
H 6.05 -6.20 3.25
H 7.60 -4.45 2.43
H 7.10 -3.25 0.31
F -7.98 -4.30 -0.05
C -7.36 -3.12 -0.11
C -6.23 -2.99 -0.90
C -5.59 -1.75 -0.97
C -6.09 -0.67 -0.24
C -7.22 -0.82 0.54
C -7.87 -2.05 0.61
H -5.86 -3.84 -1.45
H -4.71 -1.63 -1.58
H -5.59 0.29 -0.29
H -7.61 0.02 1.11
H -8.76 -2.18 1.21
F -6.11 1.77 2.32
C -6.81 2.89 2.60
C -8.15 2.78 2.93
C -8.87 3.93 3.22
C -8.25 5.18 3.17
C -6.90 5.26 2.84
C -6.18 4.11 2.56
H -8.63 1.81 2.95
H -9.92 3.87 3.48
H -8.81 6.07 3.39
H -6.41 6.23 2.80
H -5.12 4.16 2.30
F 8.85 0.24 -0.97
C 8.01 0.92 -1.77
C 8.25 2.26 -2.01
C 7.38 2.97 -2.83
C 6.29 2.33 -3.40
C 6.06 0.98 -3.15
C 6.93 0.27 -2.33
H 9.10 2.75 -1.55
H 7.56 4.02 -3.03
H 5.61 2.88 -4.04
H 5.21 0.48 -3.59
H 6.77 -0.78 -2.13

Output
- E_HOMO: -10.99 eV
- Charge: +1
- Kohn-Sham gap: 6.6 eV

=====

Here is a molecular structure, C33H34HgN4OP from the Open Molecules 2025 dataset. Energies are from the ωB97M-V functional and the def2-TZVPD basis.

Geometry (Å):
Hg 0.80 -0.49 1.05
O 1.94 1.98 3.40
N 1.04 1.89 2.29
C 1.04 3.08 1.69
C 0.32 3.47 0.53
C 0.50 4.84 0.16
C -0.16 5.42 -0.88
C -1.07 4.66 -1.66
C -1.26 3.34 -1.35
C -0.58 2.70 -0.29
P -0.99 0.98 0.01
C -2.53 0.97 1.00
C -2.51 0.42 2.28
C -3.65 0.42 3.08
C -4.82 0.97 2.60
C -4.86 1.53 1.33
C -3.72 1.54 0.54
C -1.50 0.32 -1.62
C -0.64 0.52 -2.70
C -0.89 -0.07 -3.92
C -2.01 -0.88 -4.09
C -2.87 -1.09 -3.03
C -2.61 -0.50 -1.80
H 1.55 1.38 4.05
H 1.65 3.85 2.15
H 1.18 5.44 0.76
H 0.01 6.47 -1.11
H -1.60 5.11 -2.49
H -1.94 2.77 -1.97
H -1.58 0.01 2.66
H -3.61 -0.01 4.07
H -5.72 0.96 3.21
H -5.77 1.98 0.96
H -3.75 2.00 -0.44
H 0.24 1.15 -2.56
H -0.21 0.11 -4.75
H -2.21 -1.33 -5.05
H -3.74 -1.72 -3.15
H -3.29 -0.68 -0.97
N 2.12 -1.80 -2.58
C 1.11 -2.60 -2.06
C 0.90 -3.84 -2.68
C -0.12 -4.65 -2.26
C -0.93 -4.21 -1.21
C -0.64 -2.99 -0.65
N 0.35 -2.19 -1.05
C 2.70 -0.59 -2.22
C 3.84 -0.21 -2.94
C 4.42 1.02 -2.69
C 3.85 1.84 -1.72
C 2.76 1.36 -1.04
N 2.18 0.17 -1.28
H 2.59 -2.24 -3.36
H 1.55 -4.15 -3.50
H -0.30 -5.61 -2.73
H -1.76 -4.81 -0.85
H -1.22 -2.62 0.19
H 4.26 -0.88 -3.69
H 5.30 1.33 -3.24
H 4.26 2.81 -1.49
H 2.29 1.95 -0.25
C 2.51 -3.07 4.32
C 1.72 -1.91 3.73
C 0.33 -1.85 4.36
C 1.65 -2.05 2.21
H 2.59 -2.98 5.41
H 3.52 -3.11 3.91
H 2.02 -4.02 4.09
H 2.25 -0.98 3.98
H -0.23 -2.76 4.14
H -0.24 -1.00 3.98
H 0.40 -1.75 5.45
H 1.09 -2.95 1.94
H 2.66 -2.18 1.81

Output
- E_HOMO (alpha / beta): -4.50 / -7.36 eV
- Energy above the lowest of the compared OMol25 structures with the same formula, charge and spin: 0.0 kJ/mol
- Kohn-Sham gap (alpha / beta): 4.9 / 7.8 eV
- Spin multiplicity: 2

=====

Here is a molecular structure, C33H35BiNOP from the Open Molecules 2025 dataset. Energies are from the ωB97M-V functional and the def2-TZVPD basis.

Geometry (Å):
Bi 0.13 0.49 -1.36
C 2.16 1.09 -0.05
C 2.55 0.18 -1.13
C 2.55 0.97 -2.35
H 2.76 -0.91 -1.02
C 2.13 2.31 -2.04
C 1.86 2.39 -0.62
H 1.46 3.26 -0.07
H 1.95 0.77 0.98
H 2.87 0.59 -3.34
H 1.99 3.13 -2.76
C -2.08 0.95 -0.47
C -1.35 2.14 -0.08
C -1.12 2.93 -1.27
H -1.01 2.37 0.94
C -1.67 2.23 -2.38
C -2.25 0.98 -1.92
H -2.71 0.17 -2.52
H -2.34 0.09 0.18
H -0.57 3.89 -1.30
H -1.66 2.57 -3.43
O 0.04 -0.17 -3.62
C -0.02 0.20 -5.04
C 0.68 -1.13 -5.43
C 0.74 1.49 -5.34
C -1.49 0.26 -5.43
C 0.60 -1.53 -3.94
H 1.72 -0.98 -5.76
H 0.08 -1.77 -6.08
H -0.19 -2.24 -3.68
H 1.56 -1.67 -3.43
H 0.71 1.65 -6.43
H 1.78 1.42 -5.02
H 0.26 2.35 -4.86
H -1.58 0.00 -6.49
H -1.88 1.28 -5.29
H -2.08 -0.44 -4.83
N 0.03 -0.63 0.29
P -0.13 -0.69 1.93
C -1.74 -1.53 2.21
C -2.84 -0.81 2.72
C -4.06 -1.44 2.93
C -4.24 -2.78 2.59
C -3.18 -3.48 2.02
C -1.95 -2.86 1.81
C 1.30 -1.69 2.49
C 2.18 -1.19 3.46
C 3.29 -1.93 3.85
C 3.56 -3.17 3.26
C 2.71 -3.65 2.26
C 1.60 -2.91 1.86
C -0.07 0.83 3.00
C -0.56 0.66 4.32
C -0.54 1.68 5.28
C 0.00 2.93 4.97
C 0.53 3.12 3.69
C 0.51 2.10 2.75
H -2.73 0.25 2.99
H -4.89 -0.87 3.38
H -5.22 -3.28 2.77
H -3.32 -4.54 1.74
H -1.14 -3.43 1.34
H 1.98 -0.21 3.93
H 3.95 -1.53 4.63
H 4.45 -3.75 3.58
H 2.93 -4.61 1.78
H 0.96 -3.29 1.05
H -0.98 -0.32 4.62
H -0.94 1.50 6.28
H 0.02 3.75 5.73
H 0.97 4.11 3.43
H 0.95 2.34 1.77

Output
- E_HOMO (alpha / beta): 1.37 / 2.55 eV
- Charge: -2
- Energy above the lowest of the compared OMol25 structures with the same formula, charge and spin: 189.8 kJ/mol
- Kohn-Sham gap (alpha / beta): 2.9 / 1.7 eV

=====

Which formula does entry 3 have?
C33H34CsF5N5O5P